A molecular structure, C31H40BrFI2NO2SbTi, computed with wB97M-V/def2-TZVPD.

Results
LUMO (spin up / spin down) (Ha): -0.013 / -0.066
Largest force on an atom (eV/Å): 0.62
Net charge: 0
Energy relative to the best compared isomer or geometry (same formula, charge and spin) (kcal/mol): 0.0
2S+1: 3
Kohn-Sham gap (spin up / spin down) (Ha): 0.2724 / 0.2224
⟨S²⟩: 2.009

The geometry in XYZ format:
```
80
C31H40BrFI2NO2SbTi wB97M-V/def2-TZVPD
C -1.83734 -2.83345 3.22840
N -0.62548 0.08945 1.28289
C -0.54082 5.15711 -1.00893
H -1.62728 -2.62819 -2.93241
C 1.85011 0.94993 3.94614
C 3.20771 -4.60637 -1.49795
C -2.82989 -0.42355 2.27170
C -1.53956 5.79109 -1.74064
H -0.54281 -4.60919 1.66671
C -1.49682 -0.78329 2.00558
H -2.56948 0.40015 -0.30349
H 3.56848 1.83968 1.15814
H -1.84004 2.22039 2.07032
C -3.48551 0.80698 1.67847
C -2.91625 2.12173 2.21448
H 2.43166 -2.67385 -4.20849
C 0.29998 -2.62241 1.96104
Sb 1.32685 -2.09536 -1.82054
H -3.93803 1.53455 -0.36113
C -3.12236 -2.44975 3.56045
H 1.51237 5.16951 -0.40518
C 1.04003 6.84212 -1.66346
H -0.15408 -4.39327 -1.84506
H 3.37738 -4.58111 -2.57607
H -3.74394 -3.08340 4.17889
H -0.59209 -3.58951 0.23227
H 0.99370 -0.70699 -4.89163
H 3.85088 -2.57647 -1.11240
H 0.90588 -4.35876 -3.24467
C -0.94035 -3.24895 -3.51198
H 1.44422 -2.12746 3.75255
H -1.46055 -3.78774 3.57558
H 2.66741 -0.44697 -5.37451
H 2.19556 -3.34026 2.71315
H -4.52730 0.78758 2.00950
Br 0.43123 9.04674 -3.34317
H 0.93648 -4.31848 0.75473
H -1.51667 -4.07082 -3.94212
C 0.68440 0.49677 3.35359
H 2.83429 -3.24011 0.14386
C -3.61871 -1.26528 3.04676
I 0.43129 3.52584 -4.38458
O -1.91212 3.25983 -0.52136
H -2.01796 7.45694 -3.00848
C 0.01049 -3.85745 1.10156
H 2.03820 7.25550 -1.65694
H 0.82389 -3.78084 3.72577
H 3.81423 1.77856 3.64660
F 1.43080 1.09231 -0.13381
H 3.48831 -1.59629 -3.31945
C 0.03294 7.46469 -2.38479
H 2.34796 -5.25563 -1.32190
C 0.21351 -3.75807 -2.65223
C -0.83132 3.88614 -0.33292
O 0.03955 3.30555 0.41707
H 0.79459 -1.89113 1.32033
H -3.39500 2.98130 1.74600
H 1.93135 0.93872 5.02504
H -3.08232 2.17083 3.29159
C 1.24314 -2.98275 3.10919
C 2.90667 1.42410 3.17931
Ti -0.76356 1.48889 -0.09249
H -2.52684 5.35221 -1.78135
C 2.45441 -1.73761 -3.64487
I -1.02856 1.07449 -2.85463
C 0.54199 0.49011 1.96023
H -4.64363 -0.97740 3.24871
C -1.25641 6.95572 -2.42879
H 4.07846 -5.08365 -1.04179
C 0.74593 5.68342 -0.96885
H 2.00843 0.37183 -3.96012
C 2.97714 -3.21011 -0.93764
C 2.00744 -0.56875 -4.51249
C 2.78517 1.45798 1.79873
C -3.54098 0.66226 0.15429
H -4.12906 -0.22283 -0.09411
H -0.57911 -2.63421 -4.33942
C -1.02219 -2.03902 2.42877
H -0.13446 0.13482 3.96075
C 1.62436 0.99086 1.23772
```

2 unconnected molecules or ions with the total composition C31H40N2P at a distorted geometry, computed with wB97M-V/def2-TZVPD.

Results
LUMO (Ha): -0.184
Largest force on an atom (eV/Å): 1.03
Net charge: +1
Energy relative to the best compared isomer or geometry (same formula, charge and spin) (kcal/mol): 16.2
Kohn-Sham gap (Ha): 0.1537

The geometry in XYZ format:
```
74
C31H40N2P wB97M-V/def2-TZVPD
H -2.99936 1.49629 9.38333
C -3.90861 1.77134 6.78521
H -3.49580 -2.10452 -0.78006
H -4.11230 -0.79737 5.87257
H -6.61174 -0.79969 -0.08883
C 1.50876 1.10209 7.91389
H 2.04584 -1.26088 4.96894
C -4.76407 -0.67264 2.03921
C 3.75522 -0.02666 2.42559
H 2.30080 2.80689 8.97604
C 3.73358 -1.39008 -0.01582
H 6.10202 -1.88172 -1.01580
C 4.95215 -1.00890 0.56955
C 1.40328 2.33760 8.57174
C 0.66118 -3.12863 6.38648
H -5.80342 -2.21509 -0.81299
C 2.53089 -1.14974 0.63751
H 2.92519 -0.52895 6.33005
H 0.18594 -1.96763 1.95031
H -1.10571 0.35116 3.55868
H 3.74498 -1.87659 -0.99224
H 1.33158 0.48980 3.41596
C -4.17078 -0.67797 6.95982
C 1.72001 -2.02721 8.34507
C -1.00144 2.37923 8.17909
C -2.31566 -1.38839 0.88219
H 6.84177 -0.43154 -0.31410
C -3.50306 -1.63727 0.21057
H -5.21890 -0.49770 7.22335
H 6.87637 -1.94334 0.59058
H 3.13278 -2.25470 5.97201
C 0.13339 -0.99073 2.44864
H -6.63192 -2.36034 0.74126
H -0.15598 -3.48858 7.02174
C 0.15955 2.96922 8.70603
H -1.36886 -0.94176 5.01729
N 0.20426 -0.78065 6.85833
H -5.73490 -0.39487 2.46246
H 2.25176 -1.16048 8.74940
H 0.08385 3.93153 9.21992
H 1.58277 -1.44383 0.18079
H 2.40266 -2.88608 8.36743
H 0.86946 -2.24775 9.00169
H -3.84296 1.68356 5.69223
H 3.73847 0.54334 3.35970
C 1.25239 -1.82405 6.90495
H 5.89451 0.03570 2.20533
H -3.03266 -0.27974 9.44479
C -6.01405 -1.69518 0.12503
C -3.35920 0.51543 7.45052
C -2.32848 -0.77738 2.16838
H 2.47662 0.61624 7.81275
H 1.45350 -3.88383 6.40533
H -4.54290 0.63575 9.23322
H -3.38690 2.68209 7.08952
N -1.94471 0.32694 7.06454
H -4.96626 1.87595 7.06047
H -1.35584 -1.63143 0.41253
H 0.30724 -3.03634 5.35407
C 2.51712 -0.49323 1.90530
C -4.73660 -1.33851 0.80724
C -3.59033 -0.41455 2.72787
P -1.39164 -1.17143 6.49240
C -0.90219 1.14312 7.53658
C 6.25774 -1.33292 -0.08190
H -3.85938 -1.60894 7.44618
C 4.94721 -0.30094 1.78001
H -3.61923 0.07919 3.70505
C 0.35144 0.50418 7.41045
C -1.10220 -0.47027 2.84113
C -3.47805 0.60275 8.96986
C 2.40722 -1.43052 5.99247
C 1.31811 -0.30105 2.65936
H -1.96279 2.87960 8.29062
```

A molecular structure, C31H40N5O2SZr, computed with wB97M-V/def2-TZVPD.

Results
LUMO (spin up / spin down) (Ha): 0.014 / 0.015
Largest force on an atom (eV/Å): 0.46
Net charge: 0
Energy relative to the best compared isomer or geometry (same formula, charge and spin) (kcal/mol): 0.0
2S+1: 2
Kohn-Sham gap (spin up / spin down) (Ha): 0.1999 / 0.2665
⟨S²⟩: 0.752

The geometry in XYZ format:
```
80
C31H40N5O2SZr wB97M-V/def2-TZVPD
C -3.43413 -1.94685 1.27476
C 2.67917 1.54212 -0.87097
H -0.10069 1.26751 4.18828
H 6.05110 2.13784 -0.45521
C -0.51519 1.93165 3.42389
O -2.33537 -2.46109 -0.78128
H -2.54865 -2.50184 -3.42381
H 4.50440 0.50296 -0.73339
N 1.96358 0.50662 -1.26119
C 1.86768 2.71365 -0.45405
H -1.50548 -0.77566 4.00849
C 5.03114 2.49665 -0.54634
C -1.60850 -2.87707 -3.01598
H 3.71466 5.62086 -0.56523
H 0.82820 -2.54914 -1.57849
H 1.06978 4.54516 1.76690
C 3.65730 4.53747 -0.54717
H -0.25383 4.37918 -0.19066
H 3.34935 -2.59679 -1.54631
C -4.15531 0.99731 -4.53903
N 0.63249 -1.65573 0.27627
H 2.34574 -3.19964 1.49570
C -1.32608 1.08783 2.43999
C -0.72283 -1.41899 3.62925
C -0.22617 3.47267 0.42621
C -2.87170 0.90948 -2.48945
H -0.91217 0.12839 -5.02893
C 0.60704 -3.40011 4.40605
C -2.66499 -2.98770 0.49336
O -0.61523 0.30854 -2.65672
H -2.56384 -4.28925 -1.69723
C 1.40271 -2.46913 -0.65114
N 0.60332 2.43521 -0.17575
C 0.62745 2.72231 2.78542
H -3.69098 -2.33269 2.26186
H -0.58967 4.44624 2.30780
C 1.53668 -2.88259 2.14011
H 1.29725 2.03612 2.26136
H 3.30746 -1.60193 -0.09092
H -1.24880 3.10814 0.42554
H -4.34851 -1.68190 0.74381
N -1.78590 0.55089 -3.23194
C -0.40808 -2.46224 4.48434
H -1.02609 -2.51191 5.37471
C 2.61167 -0.62303 -1.90126
C -0.19348 -1.02923 2.38152
H -1.21168 -3.63715 -3.69026
N -0.51403 0.08875 1.75018
H -2.18010 0.63826 2.95828
H -1.19093 2.62050 3.94147
H -1.74853 -3.28838 1.01886
H -2.83372 -1.04615 1.38838
C 4.08612 1.50152 -0.71190
C 4.87047 3.87174 -0.52069
H 1.21951 3.16023 3.59375
C -1.84744 0.41784 -4.57523
H 1.98671 -0.90519 -2.75651
Zr -0.17474 0.32591 -0.50179
H -5.09287 1.17043 -5.04901
C 0.21842 3.86633 1.84934
H 0.72290 -4.07685 5.24339
H 1.53623 -3.48928 -0.27899
H 5.76663 4.47734 -0.46760
C -3.01163 0.63530 -5.25475
C 2.37050 4.03244 -0.49592
C -1.83766 -3.46687 -1.64191
C 0.66196 -1.92989 1.56697
H -0.90824 -3.88356 -1.23189
H -3.28148 -3.88738 0.36204
H 1.60488 4.79560 -0.45441
C -4.07363 1.13157 -3.17568
S -2.70429 1.09953 -0.79766
H -4.93404 1.41266 -2.58634
H -0.90256 -2.04733 -2.95831
C 1.51221 -3.52305 3.36397
H -3.02943 0.51931 -6.32830
C 2.75798 -1.85274 -1.00345
H 3.58630 -0.34343 -2.31114
H -1.76181 1.73495 1.68296
H 2.30150 -4.25324 3.50894
```

A molecular structure, C31H41As3ClFeN3O2 at a distorted geometry, computed with wB97M-V/def2-TZVPD.

Results
LUMO (spin up / spin down) (Ha): -0.116 / -0.187
Largest force on an atom (eV/Å): 1.27
Net charge: +1
Energy relative to the best compared isomer or geometry (same formula, charge and spin) (kcal/mol): 3.2
2S+1: 6
Kohn-Sham gap (spin up / spin down) (Ha): 0.2703 / 0.1990
⟨S²⟩: 8.825

The geometry in XYZ format:
```
82
C31H41As3ClFeN3O2 wB97M-V/def2-TZVPD
H 3.99988 -0.21597 -2.45453
O 2.63794 0.58637 0.66274
H 2.67998 1.65107 2.63996
C 0.97097 -4.75922 0.23779
C -2.69979 4.22829 3.10097
C -2.69791 4.90435 -2.32588
H -2.31169 -0.40907 -4.61465
Fe 0.55178 1.22984 -0.11408
As -0.33928 -0.71201 1.15550
C 0.09535 -0.77530 3.06061
H 3.14223 -3.23325 0.59977
H 1.02625 -5.02385 1.29936
C 3.14647 1.45145 -0.10179
H -3.38318 4.27419 -4.25095
C 3.62375 -1.09137 -1.92396
C -0.47747 3.50664 3.72713
C -2.28998 -0.57472 1.31367
H -0.55873 -3.16516 1.57749
H 3.92033 -1.98916 -2.46402
C -1.71713 4.10673 4.05490
H 2.08837 -3.04023 2.00053
H 0.33774 -3.10230 -1.93471
C 2.22550 -2.75734 0.95432
As -0.47814 -5.95546 -0.42077
H -1.92710 5.27477 -0.35082
H 2.35911 -1.67559 0.89589
H 1.55367 -0.27499 -4.29261
H -0.28633 0.13849 3.51739
C 1.23579 -2.85618 -1.36351
H 2.05265 -3.45745 -1.77157
C -0.28003 -2.63523 0.66416
C -2.60116 1.66014 -4.15803
C -2.39610 2.66999 -3.19421
H -2.53496 0.37068 1.80056
C -1.25753 3.24281 1.41068
H -1.62128 -5.55615 1.82400
H 4.05730 -1.10834 -0.92584
C -2.07200 4.53933 -1.13057
H 1.17640 -0.80198 3.18861
O 2.46115 2.07403 -0.94267
H -2.77089 -6.13889 0.62380
N -0.96564 2.78801 0.17364
H 5.14682 0.89301 0.46086
H 0.45867 3.74264 5.65692
H 2.56283 2.61605 4.93471
C 1.02671 -3.22288 0.11235
Cl 4.82209 3.11367 1.16290
H -0.36529 -5.01452 -2.79116
H -3.05123 5.91984 -2.44296
H 1.87926 -5.16674 -0.21413
H -2.73721 -0.57157 0.31964
C -1.69893 2.31012 -2.02209
H -2.71115 -1.39261 1.89639
H -1.03683 -0.83520 -2.51623
C -2.14291 0.39502 -3.91251
C 1.40566 -1.22768 -3.78329
H -2.30703 -4.43051 0.62788
H -3.13392 1.90079 -5.06952
As 1.67018 -0.96804 -1.84139
C -1.42671 0.15303 -2.73047
H -1.87759 4.45224 5.06817
H -1.95648 -5.68194 -2.43341
C 0.57850 3.35692 4.65193
C 4.63022 1.74414 0.03031
C -1.58486 3.24771 -0.94686
C -1.94637 -5.44636 0.78945
C -1.15166 -5.06221 -2.03906
C 1.81124 2.21460 2.95388
C -2.87830 3.99277 -3.33586
N 0.85155 2.34891 2.06527
H -3.26443 3.91650 1.05296
C -0.26435 3.01684 2.42171
H -0.35763 -1.63645 3.54842
H 2.13042 -1.94424 -4.16804
C 1.72897 2.73426 4.25723
H 0.40519 -1.59148 -4.01311
N -1.18631 1.07458 -1.82576
H -3.66236 4.64578 3.36455
C -2.47654 3.82019 1.78721
H 5.06606 2.03868 -0.91878
H -1.54415 -4.06205 -1.84897
H -1.08842 -2.78178 -0.05748
```

> What is the largest force on an atom in the third record?

0.46 eV/Å